{"formula": "C36H31Br2N7O2Rb", "method": "wB97M-V/def2-TZVPD", "symbols": ["Rb", "Br", "Br", "O", "O", "N", "N", "N", "N", "N", "N", "N", "C", "C", "C", "C", "C", "C", "C", "C", "C", "C", "C", "C", "C", "C", "C", "C", "C", "C", "C", "C", "C", "C", "C", "C", "C", "C", "C", "C", "C", "C", "C", "C", "C", "C", "C", "C", "H", "H", "H", "H", "H", "H", "H", "H", "H", "H", "H", "H", "H", "H", "H", "H", "H", "H", "H", "H", "H", "H", "H", "H", "H", "H", "H", "H", "H", "H", "H"], "positions_angstrom": [[0.870, -0.638, -0.098], [3.203, -4.370, -3.133], [0.629, -2.987, -7.954], [1.465, -2.097, -2.031], [3.360, -0.327, -1.350], [-1.381, -2.310, 0.214], [0.242, 2.558, 2.071], [1.752, 1.801, -2.043], [1.336, 1.776, 2.048], [-0.352, -0.539, -3.325], [-1.645, -2.785, 1.441], [-0.794, -0.146, 2.390], [-0.876, 2.243, 2.911], [1.745, -3.466, -5.400], [1.945, -3.268, -4.031], [-1.226, 0.224, -3.930], [-2.013, 1.190, -3.084], [-3.292, -3.511, 0.180], [-2.530, 3.120, 4.464], [0.862, -2.680, -6.084], [1.723, 3.688, 0.903], [0.440, 3.714, 1.390], [1.055, 2.930, -2.179], [-3.183, 4.292, 5.154], [-2.918, 1.803, 4.711], [0.331, -1.479, -4.032], [1.280, -2.289, -3.273], [0.131, -1.667, -5.423], [2.780, 3.972, -3.434], [-2.788, -3.511, 1.460], [2.229, 2.447, 1.337], [1.516, 4.038, -2.870], [-0.784, -2.588, 2.572], [3.517, 2.812, -3.287], [3.731, 0.438, -2.461], [-2.313, 0.742, 4.068], [0.302, -3.690, 4.450], [-1.468, 0.125, -5.320], [-2.368, -2.743, -0.554], [-0.495, -1.289, 3.058], [0.750, -4.951, 5.148], [2.963, 1.740, -2.590], [0.565, -2.420, 4.970], [-1.487, 3.303, 3.572], [-0.378, -3.736, 3.246], [0.190, -1.273, 4.304], [-1.285, 0.901, 3.103], [-0.800, -0.809, -6.052], [4.513, 2.728, -3.706], [3.190, 4.818, -3.973], [-2.374, -2.489, -1.603], [-3.030, 0.821, -2.930], [-3.151, -3.949, 2.374], [2.207, 4.434, 0.294], [-0.978, -0.908, -7.114], [-1.102, 4.306, 3.416], [4.796, 0.667, -2.385], [-0.056, -5.687, 5.203], [-2.191, 0.783, -5.790], [-3.699, 4.946, 4.445], [2.604, -0.902, -1.620], [2.296, -4.241, -5.912], [1.589, -5.425, 4.633], [0.424, -0.300, 4.721], [-2.647, -0.271, 4.264], [3.593, -0.131, -3.390], [-4.193, -3.986, -0.168], [1.093, -2.335, 5.916], [3.199, 2.009, 1.158], [-3.922, 3.947, 5.879], [-2.454, 4.905, 5.691], [0.906, 4.928, -2.948], [-3.717, 1.610, 5.422], [-0.338, 4.452, 1.290], [0.082, 2.949, -1.703], [1.071, -4.733, 6.168], [-1.543, 1.288, -2.108], [-0.624, -4.697, 2.803], [-2.083, 2.172, -3.557]], "lowdin_charge": [0.946, 0.735, 0.703, -0.325, -0.163, 0.001, -0.088, 0.120, 0.073, 0.169, -0.105, 0.011, -0.118, -0.198, -0.606, -0.333, -0.033, -0.076, -0.307, -0.641, -0.087, -0.087, -0.150, -0.074, -0.068, -0.126, -0.447, -0.201, -0.077, -0.079, -0.173, -0.074, -0.143, -0.029, -0.206, -0.023, -0.302, -0.027, -0.158, -0.297, -0.071, -0.244, -0.063, -0.010, -0.006, -0.020, -0.271, -0.043, 0.111, 0.102, 0.099, 0.082, 0.120, 0.089, 0.070, 0.109, 0.120, 0.069, 0.107, 0.070, -0.040, 0.087, 0.072, 0.113, 0.112, 0.135, 0.082, 0.102, 0.104, 0.064, 0.070, 0.100, 0.100, 0.116, 0.100, 0.065, 0.062, 0.121, 0.075], "relative_energy_kcal_mol": 17.6, "charge": -1, "e_homo_ev": -3.66, "gap_ev": 5.74}

***

{"formula": "C6H16ClFN4O3S", "method": "wB97M-V/def2-TZVPD", "symbols": ["Cl", "S", "F", "O", "O", "O", "N", "N", "N", "N", "C", "C", "C", "C", "C", "C", "H", "H", "H", "H", "H", "H", "H", "H", "H", "H", "H", "H", "H", "H", "H", "H"], "positions_angstrom": [[0.372, -2.752, -0.624], [-1.500, -1.582, 2.792], [-1.426, -3.076, 3.087], [-2.837, -1.156, 2.642], [-0.802, -0.933, 3.818], [3.306, 5.963, -3.038], [-0.652, -1.350, 1.376], [2.354, 4.508, -1.581], [3.246, 3.760, -3.574], [0.440, 1.989, -0.019], [0.402, 0.538, 0.165], [-1.487, -4.594, 0.708], [-2.112, -3.233, 0.354], [-1.119, -2.077, 0.183], [2.990, 4.824, -2.749], [-0.721, 0.112, 1.110], [0.851, 2.387, 0.819], [-1.176, -5.100, -0.194], [-0.504, 2.350, -0.098], [0.300, 0.072, -0.808], [-1.508, -1.403, -0.563], [-0.653, -4.511, 1.389], [-2.957, -2.998, 0.989], [3.712, 3.955, -4.440], [-2.531, -3.387, -0.636], [-1.700, 0.395, 0.728], [2.150, 5.264, -0.955], [1.317, 0.181, 0.623], [-0.578, 0.683, 2.021], [2.081, 3.575, -1.324], [2.994, 2.815, -3.356], [-2.254, -5.220, 1.155]], "lowdin_charge": [0.656, 0.555, -0.081, -0.222, -0.220, 0.021, -0.212, 0.146, 0.142, 0.004, -0.272, -0.145, -0.265, -0.634, -0.692, -0.219, 0.075, 0.059, 0.075, 0.084, 0.099, 0.056, 0.095, 0.099, 0.111, 0.125, 0.099, 0.121, 0.117, 0.059, 0.088, 0.078], "smiles": "CC[C@H](Cl)N(CCN)S(=O)(=O)F.NC(N)=O", "e_homo_ev": -9.84, "gap_ev": 10.22}

***

{"formula": "C38H66O20PbPdS8", "method": "wB97M-V/def2-TZVPD", "symbols": ["Pb", "Pd", "S", "S", "S", "S", "S", "S", "S", "S", "O", "O", "O", "O", "O", "O", "O", "O", "O", "O", "O", "O", "O", "O", "O", "O", "O", "O", "O", "O", "C", "C", "C", "C", "C", "C", "C", "C", "C", "C", "C", "C", "C", "C", "C", "C", "C", "C", "C", "C", "C", "C", "C", "C", "C", "C", "C", "C", "C", "C", "C", "C", "C", "C", "C", "C", "C", "C", "H", "H", "H", "H", "H", "H", "H", "H", "H", "H", "H", "H", "H", "H", "H", "H", "H", "H", "H", "H", "H", "H", "H", "H", "H", "H", "H", "H", "H", "H", "H", "H", "H", "H", "H", "H", "H", "H", "H", "H", "H", "H", "H", "H", "H", "H", "H", "H", "H", "H", "H", "H", "H", "H", "H", "H", "H", "H", "H", "H", "H", "H", "H", "H", "H", "H"], "positions_angstrom": [[-2.309, 20.926, -8.411], [-5.518, 28.939, -7.039], [-0.682, 25.200, -0.302], [-8.589, 27.267, -5.643], [-5.853, 21.096, -2.198], [-2.447, 29.297, -14.767], [0.578, 22.991, -10.015], [-6.168, 20.396, -8.926], [-3.684, 22.562, -15.097], [-7.426, 28.652, -10.242], [-4.147, 21.181, -14.896], [-4.755, 20.328, -8.533], [-9.834, 26.962, -6.350], [-0.350, 22.029, -9.379], [-4.362, 27.365, -8.666], [2.009, 22.932, -9.667], [-5.557, 21.937, -1.047], [-6.965, 28.800, -8.855], [-5.696, 19.602, -2.158], [-2.987, 29.300, -16.134], [-1.039, 29.732, -14.646], [-1.215, 26.136, 0.711], [-3.267, 22.973, -9.478], [-3.412, 22.378, -6.837], [-6.952, 19.204, -9.026], [-7.254, 29.728, -11.251], [0.431, 24.333, -0.041], [-4.718, 26.765, -5.861], [-7.441, 27.853, -6.396], [-2.578, 22.864, -16.033], [-0.765, 24.982, -11.167], [-8.012, 25.750, -4.796], [-4.326, 25.885, -6.726], [-4.614, 24.071, -13.120], [-3.506, 30.206, -13.557], [0.339, 23.019, -11.873], [0.003, 24.717, -9.874], [-3.643, 27.806, -12.785], [-5.141, 23.555, -15.499], [-7.241, 22.863, -8.700], [-2.125, 24.102, -0.839], [-2.603, 27.642, -13.957], [-3.607, 23.900, -8.672], [-6.325, 21.409, -10.450], [-3.934, 25.263, -9.150], [-9.166, 28.120, -10.214], [-2.150, 26.101, -2.310], [-7.762, 26.044, -10.414], [-3.319, 23.358, -13.525], [-8.895, 28.304, -4.053], [-7.660, 22.448, -3.811], [-5.248, 21.840, -3.821], [-6.868, 27.043, -10.968], [-5.217, 24.607, -14.336], [-2.787, 24.767, -2.091], [-0.676, 26.040, -1.982], [0.221, 24.457, -12.212], [-7.643, 21.521, -2.564], [-4.233, 26.173, -8.210], [-6.220, 22.963, -4.024], [-3.736, 29.250, -12.304], [-7.467, 22.441, -10.179], [-7.070, 21.579, -7.818], [-4.038, 24.672, -6.197], [-9.267, 27.304, -2.985], [-3.697, 23.561, -7.142], [-9.180, 26.639, -10.211], [-8.859, 25.825, -3.425], [-2.800, 24.106, -2.958], [-2.915, 29.474, -11.623], [-4.503, 24.858, -12.374], [-9.490, 26.305, -9.220], [-8.319, 21.666, -1.722], [-5.407, 21.112, -4.616], [-6.703, 20.759, -11.239], [-1.581, 23.231, -1.204], [0.879, 25.365, -9.899], [-5.261, 23.314, -12.677], [-8.335, 23.279, -3.609], [-0.198, 27.005, -1.808], [-5.970, 22.853, -15.414], [-6.086, 23.855, -3.412], [-0.416, 24.796, -8.871], [-4.624, 27.610, -13.219], [-8.010, 21.880, -4.673], [-7.915, 25.167, -11.042], [-2.955, 26.942, -14.714], [-9.916, 26.216, -10.894], [-2.771, 23.866, 0.007], [-8.440, 22.044, -10.466], [-5.797, 26.841, -10.934], [-5.403, 21.932, -10.705], [-7.120, 27.149, -12.023], [-1.620, 27.304, -13.627], [-4.637, 25.478, -14.642], [-3.065, 22.500, -12.903], [-3.853, 24.903, -1.909], [-7.973, 23.632, -8.454], [-3.541, 27.134, -11.933], [-8.061, 24.872, -5.441], [-6.994, 25.833, -4.415], [-6.122, 23.394, -5.020], [-8.033, 21.167, -7.517], [-6.220, 24.938, -14.065], [-8.075, 25.545, -2.722], [-7.379, 25.817, -9.419], [-4.195, 22.093, -3.700], [-3.069, 31.194, -13.409], [-10.333, 27.250, -2.763], [-7.173, 23.222, -10.881], [-6.387, 21.746, -6.985], [-8.866, 27.614, -2.020], [-4.139, 24.468, -5.141], [1.082, 22.461, -12.443], [-0.193, 25.296, -2.615], [-2.372, 26.529, -3.288], [-9.553, 28.666, -9.354], [1.207, 24.914, -12.127], [-0.659, 22.607, -12.024], [-2.635, 26.792, -1.620], [-6.324, 23.448, -8.630], [-7.806, 20.504, -2.917], [-4.742, 29.483, -11.954], [-7.915, 28.713, -3.808], [-2.482, 24.034, -13.699], [-9.604, 25.048, -3.254], [-9.626, 29.091, -4.239], [-9.468, 28.332, -11.239], [-1.726, 24.470, -11.110], [-4.396, 30.218, -14.186], [-3.740, 25.510, -10.183], [-0.932, 26.043, -11.352], [-0.084, 24.677, -13.235], [-5.113, 23.918, -16.526]], "lowdin_charge": [1.761, 0.785, 0.726, 0.769, 0.762, 0.724, 0.790, 0.737, 0.721, 0.782, -0.327, -0.518, -0.311, -0.564, 0.030, -0.286, -0.333, -0.411, -0.340, -0.325, -0.349, -0.337, -0.144, -0.137, -0.259, -0.320, -0.316, 0.041, -0.458, -0.326, -0.216, -0.206, -0.278, -0.252, -0.172, -0.182, -0.204, -0.232, -0.168, -0.193, -0.170, -0.191, -0.261, -0.192, 0.099, -0.189, -0.269, -0.239, -0.221, -0.161, -0.188, -0.199, -0.231, -0.219, -0.242, -0.192, -0.222, -0.171, -0.309, -0.281, -0.184, -0.174, -0.156, 0.137, -0.193, -0.237, -0.201, -0.167, 0.082, 0.116, 0.091, 0.107, 0.116, 0.100, 0.116, 0.088, 0.120, 0.102, 0.078, 0.109, 0.102, 0.108, 0.101, 0.098, 0.107, 0.109, 0.078, 0.128, 0.106, 0.132, 0.078, 0.078, 0.115, 0.083, 0.101, 0.092, 0.103, 0.108, 0.075, 0.090, 0.079, 0.073, 0.114, 0.121, 0.093, 0.103, 0.093, 0.109, 0.116, 0.081, 0.071, 0.120, 0.122, 0.130, 0.103, 0.106, 0.123, 0.136, 0.089, 0.120, 0.082, 0.081, 0.088, 0.101, 0.093, 0.107, 0.114, 0.120, 0.084, 0.094, 0.111, 0.120, 0.130, 0.116], "relative_energy_kcal_mol": 195.4, "charge": 2, "e_homo_ev": [-13.33, -13.33], "gap_ev": [5.45, 3.68], "spin_multiplicity": 3}

***

{"formula": "C4H7N2", "method": "wB97M-V/def2-TZVPD", "symbols": ["N", "N", "C", "C", "C", "C", "H", "H", "H", "H", "H", "H", "H"], "positions_angstrom": [[2.011, 0.550, 0.095], [0.138, -0.111, -0.980], [0.802, 0.759, 2.283], [-0.746, -0.552, 0.057], [1.461, 0.712, 1.105], [0.153, -0.060, -2.221], [-0.802, -1.712, 0.138], [-0.209, -0.184, 1.041], [0.435, 1.769, 2.444], [-0.688, -0.326, -2.757], [-1.745, -0.121, -0.164], [0.928, 0.047, 3.082], [0.817, 0.476, -2.851]], "lowdin_charge": [0.271, 0.006, 0.160, -0.041, -0.293, 0.117, 0.156, 0.059, 0.115, 0.097, 0.126, 0.115, 0.112], "relative_energy_kcal_mol": 146.8, "charge": 1, "e_homo_ev": [-14.80, -15.59], "gap_ev": [7.66, 8.84]}

***

{"formula": "H2N2O3", "method": "wB97M-V/def2-TZVPD", "symbols": ["O", "O", "O", "N", "N", "H", "H"], "positions_angstrom": [[1.273, 0.669, 0.071], [2.549, -1.204, -0.295], [3.529, 0.662, 0.178], [0.169, -0.173, 0.046], [2.611, -0.096, -0.105], [-0.288, -0.337, -0.942], [-0.485, 0.108, 0.814]], "lowdin_charge": [-0.113, 0.184, 0.095, -0.024, -0.390, 0.140, 0.108], "relative_energy_kcal_mol": 28.1, "smiles": "NO[N+](=O)[O-]", "e_homo_ev": -10.05, "gap_ev": 10.51}

***

{"formula": "C4H5NO3S", "method": "wB97M-V/def2-TZVPD", "symbols": ["S", "O", "O", "O", "N", "C", "C", "C", "C", "H", "H", "H", "H", "H"], "positions_angstrom": [[0.512, -0.310, 1.259], [-1.343, 1.456, 0.051], [0.759, -0.074, 2.637], [-0.653, -1.239, 1.036], [0.641, 0.214, -1.254], [-0.215, 1.417, 0.508], [-2.091, 0.386, -0.611], [1.666, -0.390, -0.857], [1.990, -0.763, 0.426], [-3.108, 0.755, -0.393], [3.023, -0.979, 0.610], [-1.758, -0.485, -0.176], [-1.808, 0.558, -1.643], [2.387, -0.548, -1.593]], "lowdin_charge": [0.689, -0.084, -0.314, -0.361, 0.150, 0.015, 0.026, -0.400, -0.151, 0.121, 0.087, 0.017, 0.097, 0.108], "relative_energy_kcal_mol": 197.9, "e_homo_ev": [-8.69, -8.88], "gap_ev": [6.01, 7.25]}

***

{"formula": "C2H5OS", "method": "wB97M-V/def2-TZVPD", "symbols": ["S", "O", "C", "C", "H", "H", "H", "H", "H"], "positions_angstrom": [[-1.155, -1.734, 0.555], [2.052, 1.017, -0.237], [0.940, 0.676, -0.519], [-0.249, 1.589, -0.381], [-0.488, 1.760, 0.675], [-1.369, -0.438, 0.329], [-1.163, 1.239, -0.849], [0.679, -0.353, -0.847], [0.095, 2.591, -0.681]], "lowdin_charge": [0.412, 0.060, -0.358, -0.089, 0.088, -0.336, 0.060, 0.071, 0.092], "relative_energy_kcal_mol": 3.7, "e_homo_ev": [-10.10, -9.93], "gap_ev": [10.94, 7.18], "spin_multiplicity": 2}

***

{"formula": "C16H32F3N4O2V", "method": "wB97M-V/def2-TZVPD", "symbols": ["V", "F", "F", "F", "O", "O", "N", "N", "N", "N", "C", "C", "C", "C", "C", "C", "C", "C", "C", "C", "C", "C", "C", "C", "C", "C", "H", "H", "H", "H", "H", "H", "H", "H", "H", "H", "H", "H", "H", "H", "H", "H", "H", "H", "H", "H", "H", "H", "H", "H", "H", "H", "H", "H", "H", "H", "H", "H"], "positions_angstrom": [[0.000, 0.000, 0.000], [-2.382, 1.622, 2.634], [-2.778, 0.157, 4.256], [-0.680, 0.402, 3.519], [-3.210, -1.532, 2.360], [-1.589, -0.813, 0.973], [-0.539, -1.195, -1.822], [1.255, -1.445, 0.625], [-1.248, 0.895, -1.656], [0.557, 1.446, 1.308], [-3.118, 2.417, -1.183], [-0.237, -2.478, -2.449], [-0.194, 2.695, 1.371], [-2.204, 2.266, -3.532], [-0.751, -2.606, -3.889], [-2.260, -0.661, 2.108], [0.987, -2.171, 1.866], [-1.864, 2.160, -2.039], [-1.152, -0.176, -2.433], [1.393, 1.021, -3.970], [-0.765, -3.611, -1.554], [2.376, -2.025, -0.102], [1.575, 0.971, -1.450], [1.769, 0.444, -2.803], [-2.004, 0.398, 3.134], [1.828, 1.537, 2.012], [-0.463, -3.588, -4.303], [0.363, 3.531, 0.896], [-1.123, 2.953, -1.806], [-0.436, -4.598, -1.925], [-1.869, -3.596, -1.524], [-0.398, -3.479, -0.522], [2.489, 2.302, 1.552], [-0.322, -1.823, -4.537], [2.541, -1.495, -1.050], [-2.580, 3.279, -3.757], [0.974, 2.035, -3.994], [0.721, -3.230, 1.667], [-3.912, 1.697, -1.449], [2.198, -3.098, -0.326], [-1.528, -0.213, -3.466], [2.214, -0.562, -2.872], [1.883, -2.164, 2.521], [-1.854, -2.533, -3.929], [-2.898, 2.288, -0.110], [-1.160, 2.589, 0.850], [3.306, -1.962, 0.501], [0.154, -1.708, 2.418], [1.529, 0.516, -4.934], [-0.404, 2.984, 2.422], [2.468, 0.794, -0.810], [1.676, 1.825, 3.074], [-2.996, 1.547, -3.812], [0.867, -2.573, -2.490], [-3.504, 3.440, -1.343], [1.369, 2.058, -1.450], [2.346, 0.566, 1.977], [-1.320, 2.074, -4.161]], "lowdin_charge": [1.087, 0.110, 0.121, 0.110, 0.036, -0.151, -0.035, -0.240, -0.040, -0.267, -0.060, -0.462, -0.145, -0.073, -0.072, -0.414, -0.124, -0.454, -0.258, -0.009, -0.057, -0.135, -0.171, -0.279, -0.457, -0.143, 0.084, 0.095, 0.130, 0.081, 0.091, 0.056, 0.091, 0.071, 0.048, 0.086, 0.055, 0.095, 0.089, 0.092, 0.127, 0.084, 0.096, 0.087, 0.051, 0.047, 0.096, 0.062, 0.056, 0.092, 0.054, 0.092, 0.085, 0.115, 0.084, 0.062, 0.067, 0.060], "relative_energy_kcal_mol": 7.8, "e_homo_ev": [-8.18, -8.14], "gap_ev": [6.67, 6.52]}

***

Let's list calculated total energy in order: -7096.4426 -1641.2154 -6497.6786 -265.6746 -336.2203 -833.7599 -552.5487 -2241.8298 a.u..